15
Properties=species:S:1:pos:R:3:forces:R:3 method="wB97M-V/def2-TZVPD" homo_energy_ev=-9.2
C -0.9573 -1.9012 -1.2873 -4.1 0.6 -1.0
C -0.8327 -0.5398 -1.9116 3.3 1.6 -3.8
C 0.5414 0.1340 0.9018 0.3 -2.3 -1.2
H -0.0114 -2.1640 -0.9799 2.2 -0.8 0.7
H -1.5834 -1.7595 -0.4035 0.3 -0.1 0.3
H -1.5178 -2.6813 -1.8699 1.0 0.9 0.0
H 1.5538 -1.1617 1.8112 0.6 -0.4 2.0
H -0.2959 1.8931 1.5555 1.6 -2.6 1.1
H 1.6713 1.4470 3.5673 -4.0 -1.8 -2.0
H -0.0766 0.9687 3.9905 1.6 -0.1 -2.3
N 1.1882 -0.9623 0.9301 -0.8 0.9 -2.0
N 0.2190 0.9665 1.9005 -2.1 4.9 0.6
N 0.6696 0.8907 3.2114 2.3 0.9 2.8
O -0.7091 -0.1640 -3.1115 -1.6 -1.7 5.2
S -0.0696 0.7717 -0.7057 -0.6 0.0 -0.4

***

7
Properties=species:S:1:pos:R:3:forces:R:3 method="wB97M-V/def2-TZVPD" homo_energy_ev=-10.3
In 15.7208 -17.9994 -45.3313 -2.0 -2.5 -0.6
O 15.2743 -16.5578 -46.8090 1.0 -0.4 1.5
H 14.5113 -16.5041 -47.4168 0.3 -0.8 0.9
O 14.6895 -19.7804 -46.0662 1.6 1.5 0.8
H 15.2805 -20.5150 -45.8101 -0.5 0.4 -0.1
O 16.5959 -18.7973 -43.5587 0.2 1.4 -1.4
H 16.4198 -19.4297 -42.8351 -0.7 0.5 -1.1

***

In kJ/mol, the energy relative to the best compared isomer or geometry (same formula, charge and spin) values for the records above are, in order, 349.8 0.0.
In eV, the frontier orbital gap values for the records above are, in order, 9.59 8.30.